Record 1
{
  "formula": "C15H27Br2N4P2PmS",
  "method": "ωB97M-V/def2-TZVPD",
  "homo_ev": [-13.9, -13.9],
  "s2": 6.005,
  "multiplicity": 5,
  "energy_ev": -207994.1769,
  "total_charge": 2,
  "elements": ["Pm", "C", "C", "N", "N", "C", "N", "S", "C", "C", "C", "C", "C", "N", "H", "H", "H", "H", "H", "H", "H", "H", "H", "Br", "C", "Br", "H", "H", "C", "P", "C", "C", "C", "P", "C", "C", "H", "H", "H", "H", "H", "H", "H", "H", "H", "H", "H", "H", "H", "H", "H", "H"],
  "coordinates": [[-0.0217, 1.2039, -0.2044], [-3.1537, 0.5827, -3.5683], [-2.0631, 0.4331, -2.5538], [-1.7840, 1.3652, -1.6719], [-2.5435, 2.4830, -1.6377], [-2.5896, 3.2370, -0.5566], [-3.3776, 4.3199, -0.6691], [-1.7893, 2.9830, 1.0075], [-1.2857, -0.7533, -2.5061], [-1.5891, -1.8552, -3.3428], [-0.7403, -2.9568, -3.4121], [0.4330, -2.9516, -2.6008], [0.6396, -1.8891, -1.7343], [-0.1521, -0.8292, -1.6716], [-3.6618, 1.5649, -3.4307], [-3.9795, -0.2018, -3.5058], [-2.7333, 0.5423, -4.5836], [-3.8746, 4.4383, -1.5396], [-3.4355, 5.0061, 0.0483], [-2.4919, -1.8495, -3.9297], [-1.0422, -3.7700, -4.0694], [1.2229, -3.6815, -2.7289], [1.5426, -1.8690, -1.1015], [1.4942, 2.8526, -1.9500], [1.4866, 4.2277, -0.3891], [1.8068, 3.4594, 1.4610], [0.5118, 4.7242, -0.3958], [2.3270, 4.8749, -0.6369], [-1.4551, -0.4032, 3.6535], [-0.5783, -0.9998, 2.1579], [-1.5329, -2.5417, 1.8905], [0.9985, -1.6274, 2.9484], [2.1619, -1.7953, 2.0129], [2.5883, -0.2446, 1.1038], [3.5795, 0.6347, 2.3763], [3.9905, -0.8964, 0.0728], [-1.5049, -1.1882, 4.4101], [-2.4681, -0.0548, 3.3579], [-0.9251, 0.4801, 4.0504], [-1.6932, -3.0483, 2.8501], [-1.0118, -3.2040, 1.1999], [-2.5001, -2.2759, 1.4180], [0.7519, -2.5731, 3.4785], [1.2308, -0.8673, 3.7539], [1.9559, -2.5579, 1.2515], [3.0794, -2.1070, 2.5612], [4.4279, 0.0473, 2.7469], [2.9745, 0.9814, 3.2276], [3.9472, 1.5555, 1.8590], [4.6901, -1.5477, 0.6328], [4.5119, -0.0045, -0.3342], [3.6252, -1.4531, -0.8061]],
  "nbo_charge": [1.5521, -0.7088, 0.2762, -0.3987, -0.4396, 0.3240, -0.7520, -0.3599, 0.1454, -0.1949, -0.1050, -0.2158, 0.0610, -0.5687, 0.2829, 0.2613, 0.2571, 0.4226, 0.4225, 0.2494, 0.2582, 0.2528, 0.2099, 0.1098, -0.4205, 0.1533, 0.2582, 0.2586, -0.9235, 0.7818, -0.9247, -0.7016, -0.7038, 0.7659, -0.9361, -0.9198, 0.2498, 0.2596, 0.2431, 0.2529, 0.2404, 0.2517, 0.2593, 0.2399, 0.2300, 0.2556, 0.2587, 0.2437, 0.2470, 0.2575, 0.2500, 0.2311]
}

=====

Record 2
{
  "formula": "C15H27CuN5O6",
  "method": "ωB97M-V/def2-TZVPD",
  "homo_ev": [-6.2, -6.2],
  "s2": 0.754,
  "multiplicity": 2,
  "energy_ev": -80359.2418,
  "elements": ["O", "H", "Cu", "N", "N", "N", "N", "O", "O", "O", "O", "C", "C", "C", "C", "C", "H", "H", "H", "C", "H", "H", "H", "C", "C", "H", "H", "H", "H", "H", "H", "H", "H", "C", "H", "H", "H", "O", "H", "H", "C", "C", "C", "C", "N", "C", "C", "H", "H", "H", "H", "H", "H", "H"],
  "coordinates": [[-1.0278, -0.5440, -3.9555], [-0.4150, -1.0902, -4.4724], [0.3211, 0.2158, -0.1777], [1.6413, -1.0490, -0.9247], [-0.4879, -1.5896, 0.0899], [1.0224, 2.0591, -0.0261], [-0.9780, 1.1340, 0.9821], [2.3595, -0.6234, -1.9258], [1.9486, 2.4549, -0.8123], [-2.0108, 0.5005, 1.5518], [-1.6795, -1.7873, 0.5778], [0.2222, -2.6904, -0.2496], [1.5117, -2.3800, -0.7382], [0.4175, 2.9364, 0.8140], [-0.7813, 2.4058, 1.3483], [2.5088, -3.3806, -1.1895], [2.1951, -3.8764, -2.1179], [2.6193, -4.1667, -0.4318], [3.4807, -2.9136, -1.3491], [-0.3965, -4.0358, -0.1893], [-1.2932, -4.0804, -0.8210], [-0.6951, -4.2746, 0.8371], [0.3005, -4.8048, -0.5350], [0.9103, 4.3032, 1.0917], [-1.7087, 3.1913, 2.2038], [1.8459, 4.4793, 0.5554], [1.0815, 4.4431, 2.1664], [0.1738, 5.0571, 0.7901], [-2.5456, 2.5664, 2.5299], [-2.1071, 4.0491, 1.6438], [-1.1838, 3.5855, 3.0839], [1.2272, 0.3625, -2.3012], [-1.9451, -0.4802, 1.1313], [-2.3728, -0.5586, -4.3310], [-2.6702, -1.5848, -4.5210], [-2.5143, 0.0549, -5.2167], [-2.9444, -0.1500, -3.5059], [0.2559, 0.7375, -2.1647], [-0.5548, 0.0660, -3.1526], [0.3715, 1.7131, -2.2161], [3.3720, -0.0714, 5.9033], [2.6895, -0.0937, 4.5647], [3.3457, 0.3918, 3.4307], [2.6822, 0.3635, 2.1999], [1.4400, -0.0997, 2.0687], [0.8106, -0.5781, 3.1396], [1.3935, -0.5933, 4.4099], [4.3132, -0.6361, 5.8759], [3.6211, 0.9544, 6.2060], [2.7283, -0.5098, 6.6729], [4.3558, 0.7931, 3.4806], [3.1800, 0.7301, 1.2999], [-0.1983, -0.9680, 2.9925], [0.8240, -0.9931, 5.2456]],
  "nbo_charge": [-0.6595, 0.5449, 1.2889, -0.1893, -0.1742, -0.1383, -0.2321, -0.6494, -0.5932, -0.5982, -0.6269, 0.1014, 0.1270, 0.0266, 0.2032, -0.6646, 0.2094, 0.2192, 0.2472, -0.6589, 0.2253, 0.2384, 0.2107, -0.6654, -0.6768, 0.2528, 0.2141, 0.2094, 0.2520, 0.2260, 0.2286, 0.5322, 0.4896, -0.2515, 0.2084, 0.1968, 0.2275, -1.0123, 0.5637, 0.5379, -0.6353, 0.0034, -0.2599, 0.0524, -0.4758, 0.0346, -0.2193, 0.2237, 0.2240, 0.2155, 0.2142, 0.2153, 0.2107, 0.2061]
}

=====

Record 3
{
  "formula": "C15H27IN3ORu",
  "method": "ωB97M-V/def2-TZVPD",
  "homo_ev": [-17.3, -17.3],
  "energy_ev": -33165.7163,
  "total_charge": 3,
  "elements": ["Ru", "N", "C", "C", "N", "C", "C", "N", "H", "H", "H", "H", "H", "H", "H", "H", "H", "H", "H", "H", "H", "I", "C", "H", "H", "C", "C", "C", "C", "C", "C", "C", "O", "C", "C", "C", "H", "H", "H", "H", "H", "H", "H", "H", "H", "H", "H", "H"],
  "coordinates": [[-1.9454, -0.6995, 0.3797], [-3.9442, -1.3619, 0.7443], [-4.1727, -1.6858, 2.1942], [-2.8953, -2.2457, 2.7886], [-1.7099, -1.4215, 2.3880], [-1.4179, -0.2129, 3.2366], [-2.2933, 0.9592, 2.8391], [-2.2295, 1.1463, 1.3473], [-4.6627, -0.7047, 0.4396], [-4.1239, -2.2030, 0.1969], [-4.9818, -2.4083, 2.2995], [-4.4966, -0.7799, 2.6965], [-2.7201, -3.2516, 2.4055], [-2.9568, -2.3128, 3.8757], [-0.8932, -2.0245, 2.4577], [-0.3690, 0.0369, 3.0693], [-1.5402, -0.4604, 4.2924], [-1.9553, 1.8651, 3.3425], [-3.3309, 0.8084, 3.1177], [-1.4098, 1.7076, 1.1092], [-3.0323, 1.6896, 1.0300], [-1.3002, -3.1415, -0.7158], [-2.2110, -1.4376, -1.5176], [-3.2114, -1.6239, -1.8953], [-1.5462, -0.9513, -2.2268], [5.0714, 2.2538, -3.5205], [4.0079, 1.6366, -2.6845], [2.7708, 2.2604, -2.4973], [1.7726, 1.7006, -1.7247], [0.4942, 2.4606, -1.5678], [2.0077, 0.4163, -1.0979], [1.0220, -0.2680, -0.3703], [-0.1653, 0.1430, -0.1354], [3.2792, -0.2211, -1.2546], [3.6900, -1.5256, -0.6359], [4.2367, 0.4061, -2.0491], [4.7628, 3.2047, -3.9454], [5.3501, 1.5762, -4.3318], [5.9741, 2.4082, -2.9238], [2.5930, 3.2194, -2.9676], [0.5620, 3.4225, -2.0687], [0.2676, 2.6350, -0.5141], [-0.3480, 1.9114, -1.9980], [1.2893, -1.2441, 0.0321], [3.0007, -1.9543, 0.0837], [4.6452, -1.3899, -0.1259], [3.8651, -2.2633, -1.4229], [5.2005, -0.0747, -2.1747]],
  "nbo_charge": [0.8629, -0.7395, -0.2494, -0.2548, -0.4900, -0.2592, -0.2473, -0.7311, 0.4272, 0.4123, 0.2676, 0.2223, 0.2365, 0.2641, 0.4297, 0.2392, 0.2691, 0.2717, 0.2280, 0.4296, 0.4367, 0.5526, -0.5269, 0.2552, 0.2766, -0.6715, 0.2059, -0.2376, 0.1075, -0.6340, -0.1488, 0.3687, -0.6720, 0.1298, -0.6611, -0.2421, 0.2470, 0.2706, 0.2718, 0.2439, 0.2572, 0.2099, 0.2161, 0.1751, 0.1996, 0.2711, 0.2635, 0.2462]
}

=====

Record 4
{
  "formula": "C15H27N3O5PdSb",
  "method": "ωB97M-V/def2-TZVPD",
  "homo_ev": -18.0,
  "energy_ev": -40689.0457,
  "total_charge": 3,
  "elements": ["Pd", "O", "C", "C", "C", "N", "C", "C", "C", "O", "O", "C", "O", "O", "H", "H", "H", "C", "C", "Sb", "C", "C", "C", "C", "H", "H", "H", "H", "H", "H", "H", "H", "H", "H", "H", "H", "H", "H", "H", "N", "C", "C", "N", "H", "H", "H", "H", "H", "H", "H", "H", "H"],
  "coordinates": [[-0.5863, -0.2270, 0.4104], [-2.8507, 5.0489, -1.5555], [-2.4186, 3.8947, -1.0898], [-3.2391, 2.8261, -0.7269], [-2.6479, 1.6889, -0.2289], [-1.3273, 1.5690, -0.1036], [-0.5190, 2.5664, -0.5145], [-1.0201, 3.7452, -0.9879], [0.9084, 2.2089, -0.5820], [1.7975, 2.9519, -0.8339], [1.1019, 0.8453, -0.3906], [-3.3627, 0.4671, 0.2127], [-4.5433, 0.4254, 0.3825], [-2.5196, -0.5428, 0.4102], [-3.8130, 5.0983, -1.6415], [-4.3184, 2.8613, -0.8188], [-0.3575, 4.5431, -1.2997], [0.2556, -2.9061, -3.7381], [0.9002, -1.5942, -4.0404], [1.3022, -0.2632, -2.2145], [3.0484, 0.8649, -2.7446], [4.2055, -0.1289, -2.8847], [1.9440, -1.7741, -0.8792], [0.7766, -2.5758, -0.2747], [0.2011, -3.4293, -4.7048], [-0.7699, -2.8139, -3.3866], [0.8427, -3.5409, -3.0773], [0.3226, -0.9537, -4.7012], [1.9651, -1.6121, -4.3038], [3.1825, 1.5812, -1.9415], [2.8076, 1.3888, -3.6680], [4.4140, -0.6737, -1.9648], [5.0962, 0.4609, -3.1131], [4.0832, -0.8333, -3.7081], [2.5415, -1.2640, -0.1272], [2.5906, -2.4406, -1.4545], [0.2308, -2.0019, 0.4968], [1.1523, -3.4574, 0.2441], [0.0472, -2.9130, -1.0063], [-1.6398, -1.1747, 6.2741], [-0.6364, -0.5430, 5.3345], [-1.0038, -0.7940, 3.8696], [-0.0521, -0.1816, 2.9303], [-1.3970, -0.9858, 7.2506], [-1.6835, -2.1904, 6.1624], [-2.5839, -0.8098, 6.1223], [0.3385, -0.9629, 5.5751], [-0.6125, 0.5218, 5.5582], [-1.9944, -0.3885, 3.6572], [-1.0352, -1.8666, 3.6729], [0.8865, -0.5379, 3.0779], [-0.0111, 0.8228, 3.0653]],
  "nbo_charge": [1.0095, -0.5829, 0.4080, -0.2536, 0.1305, -0.4144, 0.0485, -0.2043, 0.7459, -0.4486, -0.8360, 0.7207, -0.4752, -0.6699, 0.5205, 0.2832, 0.2890, -0.6832, -0.4317, 1.7749, -0.6926, -0.6457, -0.7978, -0.5728, 0.3038, 0.2521, 0.2342, 0.2563, 0.2558, 0.2786, 0.2582, 0.2244, 0.2840, 0.2198, 0.2613, 0.2692, 0.1265, 0.2760, 0.2389, -0.6675, -0.2377, -0.2459, -0.8662, 0.4650, 0.4516, 0.4517, 0.2377, 0.2374, 0.2219, 0.2166, 0.3874, 0.3870]
}

=====

Record 5
{
  "formula": "C15H27NO7PSSbZr",
  "method": "ωB97M-V/def2-TZVPD",
  "homo_ev": -15.4,
  "energy_ev": -59743.8562,
  "total_charge": 2,
  "elements": ["Zr", "C", "C", "C", "C", "C", "C", "C", "S", "O", "O", "N", "C", "C", "O", "O", "H", "H", "H", "H", "H", "H", "H", "H", "H", "C", "Sb", "C", "C", "H", "H", "H", "H", "H", "H", "H", "H", "H", "C", "O", "P", "O", "C", "O", "C", "H", "H", "H", "H", "H", "H", "H", "H", "H"],
  "coordinates": [[0.4346, 0.0597, -0.1852], [-5.6541, -1.4395, 2.4591], [-4.2959, -0.8382, 2.4033], [-3.4255, -1.1250, 1.3461], [-2.1594, -0.5635, 1.2997], [-1.7572, 0.2904, 2.3243], [-2.6022, 0.5882, 3.3824], [-3.8624, 0.0165, 3.4187], [-0.1649, 1.0585, 2.1487], [0.1713, 2.0055, 3.1414], [-0.2676, 1.6438, 0.7320], [0.9544, -0.0385, 1.8091], [0.8985, -1.3944, 2.3376], [0.6354, -2.3900, 1.1695], [0.4182, -3.5511, 1.3408], [0.6869, -1.8095, -0.0236], [-5.9485, -1.8726, 1.5095], [-6.3933, -0.6983, 2.7549], [-5.6670, -2.2306, 3.2081], [-3.7435, -1.7947, 0.5593], [-1.4758, -0.7980, 0.4613], [-2.2671, 1.2720, 4.1473], [-4.5282, 0.2386, 4.2391], [0.1092, -1.5232, 3.0892], [1.8526, -1.6680, 2.8114], [4.4467, 1.0702, -1.8634], [3.2486, 0.0963, -0.3450], [4.4155, 0.5505, 1.4000], [4.0085, -1.9025, -0.5940], [5.4512, 0.6646, -1.8139], [4.4896, 2.1397, -1.6754], [4.0340, 0.8812, -2.8533], [5.4646, 0.3819, 1.1563], [4.1147, -0.1087, 2.2136], [4.2668, 1.5846, 1.7070], [5.0746, -1.8496, -0.8084], [3.4998, -2.4336, -1.3992], [3.8501, -2.4457, 0.3385], [-2.3010, 1.5344, -4.4450], [-1.1308, 1.4106, -3.6201], [-1.1638, 1.2790, -2.0427], [-0.8205, -0.4026, -1.8249], [-0.0648, -1.1145, -2.8464], [0.4900, 1.5772, -1.8469], [0.9305, 2.9571, -1.8567], [-2.3656, 0.6489, -5.0751], [-2.1751, 2.4127, -5.0743], [-3.1997, 1.6324, -3.8425], [-0.6665, -1.9700, -3.1641], [0.8808, -1.4840, -2.4186], [0.1299, -0.4599, -3.7019], [0.1237, 3.6250, -2.1645], [1.7547, 3.0436, -2.5693], [1.2653, 3.2432, -0.8541]],
  "nbo_charge": [1.8554, -0.6489, 0.0692, -0.1840, -0.1879, -0.3105, -0.1726, -0.1691, 2.2732, -0.8180, -0.9722, -0.9863, -0.3604, 0.7683, -0.4796, -0.8094, 0.2333, 0.2480, 0.2562, 0.2407, 0.1389, 0.2622, 0.2484, 0.2605, 0.2626, -0.9232, 1.0626, -0.9116, -0.9198, 0.2583, 0.2451, 0.2409, 0.2574, 0.2429, 0.2516, 0.2572, 0.2441, 0.2451, -0.2601, -0.8082, 1.7236, -0.8550, -0.2723, -0.8467, -0.2652, 0.2155, 0.2272, 0.1993, 0.2512, 0.2145, 0.2352, 0.2212, 0.2335, 0.2180]
}

=====

Record 6
{
  "formula": "C15H28AsF6NP2Pt",
  "method": "ωB97M-V/def2-TZVPD",
  "homo_ev": [-18.9, -19.0],
  "s2": 0.821,
  "multiplicity": 2,
  "energy_ev": -116440.3747,
  "total_charge": 3,
  "elements": ["Pt", "C", "P", "C", "C", "C", "P", "C", "C", "H", "H", "H", "H", "H", "H", "H", "H", "H", "H", "H", "H", "H", "H", "H", "H", "F", "As", "F", "F", "F", "F", "F", "C", "N", "C", "C", "C", "C", "C", "C", "C", "C", "H", "H", "H", "H", "H", "H", "H", "H", "H", "H", "H", "H"],
  "coordinates": [[-0.6422, 0.5505, 0.1872], [1.8084, 2.9022, -0.7866], [0.3875, 2.7344, 0.3048], [0.9316, 2.9794, 1.9999], [-0.8521, 4.0086, -0.1226], [-2.2399, 3.4628, 0.2376], [-2.4121, 1.8209, -0.5176], [-3.9400, 1.1016, 0.0839], [-2.4764, 1.9586, -2.3055], [2.1924, 3.9215, -0.6954], [1.5337, 2.7173, -1.8250], [2.5992, 2.2151, -0.4835], [1.4540, 3.9394, 2.0392], [1.6105, 2.1831, 2.3068], [0.0822, 2.9930, 2.6861], [-0.7676, 4.2224, -1.1905], [-0.6220, 4.9343, 0.4087], [-3.0587, 4.1079, -0.0910], [-2.3443, 3.3274, 1.3181], [-4.7311, 1.8266, -0.1367], [-3.9010, 0.9457, 1.1617], [-4.1910, 0.1771, -0.4339], [-3.3120, 2.6077, -2.5813], [-2.6447, 0.9710, -2.7366], [-1.5545, 2.3712, -2.7125], [-1.6762, -0.3012, 1.9286], [-0.3402, -0.7358, 3.1962], [-0.2903, -2.2327, 2.3531], [-1.5392, -1.2177, 4.2592], [1.0593, -1.0434, 4.0673], [-0.4198, 0.9205, 3.5847], [0.7387, -0.1317, 1.7601], [3.3669, -2.1501, -1.8897], [3.0551, -2.5993, -0.5571], [3.9370, -3.5441, 0.0811], [1.9569, -2.0049, 0.1929], [0.5978, -2.2304, -0.4465], [0.3710, -3.3691, -1.2162], [-0.8975, -3.7387, -1.6660], [-2.0132, -3.0024, -1.3115], [-1.8414, -1.8803, -0.4976], [-0.5470, -1.4552, -0.2724], [4.3683, -1.7038, -1.8807], [2.6269, -1.4360, -2.2377], [3.4104, -3.0104, -2.5636], [4.7596, -2.9856, 0.5551], [4.3754, -4.2063, -0.6651], [3.4090, -4.0979, 0.8543], [2.1847, -0.9405, 0.3193], [1.9557, -2.4506, 1.1884], [1.2096, -4.0157, -1.4484], [-1.0159, -4.6612, -2.2200], [-3.0121, -3.3344, -1.5608], [-2.6992, -1.4207, -0.0222]],
  "nbo_charge": [0.7676, -0.9737, 1.1506, -0.9750, -0.7421, -0.7457, 1.2691, -0.9922, -0.9899, 0.2963, 0.2728, 0.2708, 0.2875, 0.2880, 0.2930, 0.2698, 0.3048, 0.3024, 0.2773, 0.3021, 0.2979, 0.2760, 0.2982, 0.2850, 0.2721, -0.6358, 2.8542, -0.5980, -0.5432, -0.5566, -0.5897, -0.6660, -0.4722, 0.0430, -0.4702, -0.2748, -0.1365, -0.1059, -0.1377, -0.1572, -0.2561, 0.1148, 0.2838, 0.2361, 0.2798, 0.2920, 0.2723, 0.2635, 0.2634, 0.2785, 0.2304, 0.2743, 0.2742, 0.2770]
}